No. 1
Below is C36H45N5O5Ti as an isolated structure, with properties calculated with wB97M-V/def2-TZVPD.

Positions of all 92 atoms, in Å:
1 Ti -0.187 0.576 -0.754
2 C 3.487 -0.280 5.482
3 C 2.537 -0.162 4.314
4 C 1.172 -0.291 4.493
5 C 0.254 -0.247 3.411
6 C -1.079 -0.565 3.640
7 N -2.083 -0.734 2.711
8 C -2.954 -1.876 2.916
9 C -2.230 -3.228 3.069
10 C -1.803 -3.891 1.762
11 N -0.566 -3.374 1.206
12 C 0.043 -4.188 0.284
13 C 0.697 -3.837 -0.887
14 C 1.213 -4.868 -1.721
15 C 1.675 -4.632 -3.007
16 C 2.150 -5.770 -3.879
17 C 1.644 -3.337 -3.495
18 C 1.201 -2.254 -2.701
19 C 1.249 -0.945 -3.242
20 N 0.856 0.170 -2.730
21 C 1.324 1.361 -3.410
22 C 2.294 2.136 -2.496
23 C 3.051 1.193 -1.558
24 N 2.201 0.770 -0.454
25 C 2.767 0.573 0.669
26 C 2.156 0.205 1.920
27 C 3.016 0.069 3.035
28 C 0.754 0.068 2.078
29 O -0.094 0.261 1.138
30 C 0.789 -2.448 -1.351
31 O 0.559 -1.480 -0.568
32 H 2.967 -0.649 6.367
33 H 4.300 -0.974 5.253
34 H 3.938 0.685 5.732
35 H 0.774 -0.485 5.486
36 H -1.381 -0.786 4.662
37 H -1.772 -0.617 1.752
38 H -3.540 -1.703 3.829
39 H -3.645 -1.921 2.073
40 H -1.342 -3.075 3.689
41 H -2.898 -3.916 3.598
42 H -1.645 -4.959 1.951
43 H -2.624 -3.809 1.033
44 H -0.616 -2.408 0.887
45 H -0.050 -5.250 0.502
46 H 1.189 -5.885 -1.337
47 H 2.507 -6.607 -3.274
48 H 1.343 -6.143 -4.519
49 H 2.965 -5.449 -4.532
50 H 1.969 -3.140 -4.514
51 H 1.738 -0.893 -4.225
52 H 1.851 1.084 -4.335
53 H 0.480 1.997 -3.683
54 H 2.999 2.710 -3.105
55 H 1.723 2.813 -1.863
56 H 3.388 0.306 -2.111
57 H 3.951 1.698 -1.180
58 H 3.855 0.728 0.736
59 H 4.085 0.169 2.873
60 C -3.823 0.828 -2.722
61 C -2.887 1.519 -1.721
62 C -3.514 1.562 -0.321
63 O -1.642 0.915 -1.745
64 H -4.831 1.249 -2.669
65 H -3.851 -0.237 -2.497
66 H -3.437 0.945 -3.737
67 H -2.782 2.573 -2.042
68 H -3.713 0.549 0.024
69 H -4.445 2.136 -0.338
70 H -2.808 2.029 0.370
71 O -2.000 -2.123 -2.259
72 C -2.435 -2.016 -1.114
73 O -2.082 -1.278 -0.153
74 H -3.304 -2.711 -0.851
75 C -0.294 3.217 2.328
76 C -0.271 4.187 1.184
77 C -0.337 5.544 1.421
78 C -0.336 6.483 0.389
79 C -0.299 6.003 -0.914
80 C -0.237 4.651 -1.202
81 C -0.262 4.196 -2.640
82 C -0.172 3.659 -0.156
83 N -0.020 2.368 -0.411
84 H -0.430 3.738 3.279
85 H 0.638 2.649 2.374
86 H -1.097 2.488 2.205
87 H -0.393 5.890 2.451
88 H -0.376 7.546 0.600
89 H -0.340 6.711 -1.740
90 H -1.031 4.734 -3.204
91 H -0.484 3.130 -2.668
92 H 0.696 4.366 -3.144

The energy comes out at -78868.7292 eV. The net charge is -2. As for the spin multiplicity: 3. Its HOMO energy (alpha / beta) is -0.12 / -0.89 eV. The value obtained for the HOMO-LUMO gap (alpha / beta) is 4.7 / 5.5 eV. As for the expectation value of S²: 2.0878.

---

No. 2
Below is a 9-piece molecular cluster, C36H45N9 overall, with properties calculated with wB97M-V/def2-TZVPD.

Positions of all 90 atoms, in Å:
1 C -3.740 2.791 -3.201
2 C -5.002 2.608 -3.850
3 C -5.276 1.325 -3.447
4 N -4.188 0.796 -2.768
5 C -3.191 1.786 -2.620
6 H -3.095 3.834 -3.500
7 H -5.691 3.359 -4.390
8 H -6.365 0.824 -3.481
9 H -4.144 -0.071 -2.249
10 H -2.191 1.593 -2.361
11 C -2.020 3.994 0.941
12 C -0.670 4.372 1.432
13 C -0.420 5.507 0.671
14 N -1.337 5.726 -0.280
15 C -2.372 4.799 -0.101
16 H -2.387 3.184 1.152
17 H 0.017 3.902 2.169
18 H 0.394 6.293 0.899
19 H -1.432 6.398 -0.930
20 H -3.393 5.047 -0.665
21 C 4.808 4.478 -1.113
22 C 3.354 4.069 -1.152
23 C 3.047 3.133 -0.189
24 N 4.291 2.841 0.306
25 C 5.324 3.573 -0.141
26 H 5.163 5.225 -1.784
27 H 2.551 4.462 -1.739
28 H 2.253 2.696 0.226
29 H 4.697 2.394 1.160
30 H 6.340 3.573 0.010
31 C 1.806 -3.061 -2.759
32 C 2.177 -3.799 -1.527
33 C 1.527 -4.993 -1.587
34 N 0.611 -4.866 -2.635
35 C 0.714 -3.672 -3.396
36 H 2.284 -2.258 -3.211
37 H 2.959 -3.436 -0.909
38 H 1.641 -5.913 -1.097
39 H -0.168 -5.521 -2.814
40 H 0.075 -3.450 -4.152
41 C 0.471 -0.503 -0.726
42 C -0.077 0.849 -0.432
43 C -0.592 0.875 0.835
44 N -0.557 -0.439 1.269
45 C -0.012 -1.313 0.279
46 H 0.981 -0.919 -1.733
47 H -0.094 1.624 -1.027
48 H -0.912 1.776 1.372
49 H -0.983 -0.654 2.227
50 H 0.122 -2.284 0.457
51 C -4.918 -1.965 -0.561
52 C -4.313 -2.440 -1.860
53 C -2.929 -1.996 -1.801
54 N -2.828 -1.267 -0.689
55 C -3.872 -1.293 0.094
56 H -5.839 -2.059 -0.149
57 H -4.542 -2.994 -2.633
58 H -1.947 -2.205 -2.259
59 H -2.082 -0.789 -0.361
60 H -3.892 -0.926 1.014
61 C 6.313 -0.748 -2.698
62 C 5.082 -1.326 -1.951
63 C 4.485 -0.235 -1.325
64 N 5.308 0.794 -1.671
65 C 6.322 0.611 -2.486
66 H 7.052 -1.220 -3.272
67 H 4.865 -2.343 -2.054
68 H 3.611 0.015 -0.780
69 H 5.033 1.693 -1.411
70 H 6.999 1.415 -2.743
71 C 0.331 -4.646 4.012
72 C 0.900 -3.767 2.969
73 C 1.567 -2.798 3.638
74 N 1.254 -2.883 4.986
75 C 0.411 -4.035 5.152
76 H -0.100 -5.535 3.829
77 H 0.908 -4.030 1.797
78 H 1.967 -1.748 3.110
79 H 1.405 -2.103 5.754
80 H 0.150 -4.287 6.029
81 C -2.717 0.380 4.463
82 C -3.521 -0.573 3.599
83 C -2.836 -1.735 3.479
84 N -1.517 -1.426 4.008
85 C -1.503 -0.295 4.729
86 H -3.143 1.292 4.808
87 H -4.459 -0.328 3.299
88 H -2.932 -2.617 2.952
89 H -0.809 -2.200 4.330
90 H -0.584 0.032 5.252

The energy comes out at -51459.9964 eV. The net charge is 0. Its HOMO energy is -8.00 eV. The value obtained for the HOMO-LUMO gap is 8.3 eV. The SMILES is c1cc[nH]c1.c1cc[nH]c1.c1cc[nH]c1.c1cc[nH]c1.c1cc[nH]c1.c1cc[nH]c1.c1cc[nH]c1.c1cc[nH]c1.c1cc[nH]c1.

---

No. 3
Below is C36H46HfN2P2 as an isolated structure, with properties calculated with wB97M-V/def2-TZVPD.

Positions of all 87 atoms, in Å:
1 Hf 0.228 -0.322 0.391
2 C -3.700 -3.473 -1.494
3 C -2.583 -3.054 -0.523
4 C -1.766 -4.284 -0.106
5 P -1.503 -1.691 -1.129
6 C -1.003 -1.865 -2.898
7 C -2.135 -1.643 -3.899
8 C -0.265 -3.183 -3.152
9 C -2.459 -0.139 -1.014
10 C -3.849 -0.129 -0.827
11 C -4.535 1.058 -0.690
12 C -3.836 2.264 -0.687
13 C -2.464 2.280 -0.816
14 C -1.755 1.088 -0.998
15 N -0.325 1.049 -1.008
16 C 0.456 2.061 -1.620
17 C -0.071 2.944 -2.555
18 C 0.711 3.958 -3.085
19 C 2.036 4.109 -2.703
20 C 2.589 3.193 -1.825
21 C 1.823 2.159 -1.288
22 P 2.576 0.851 -0.291
23 C 3.573 -0.198 -1.427
24 C 2.586 -1.105 -2.162
25 C 4.455 0.554 -2.422
26 C 3.568 1.503 1.116
27 C 2.711 2.527 1.866
28 C 4.965 2.039 0.806
29 H -4.463 -4.023 -0.940
30 H -4.189 -2.646 -2.004
31 H -3.308 -4.145 -2.255
32 H -3.024 -2.623 0.381
33 H -1.310 -4.773 -0.965
34 H -0.982 -4.039 0.619
35 H -2.434 -5.008 0.362
36 H -0.302 -1.033 -3.009
37 H -2.807 -2.499 -3.941
38 H -2.718 -0.749 -3.674
39 H -1.703 -1.515 -4.893
40 H -0.948 -4.027 -3.113
41 H 0.168 -3.169 -4.153
42 H 0.541 -3.369 -2.442
43 H -4.400 -1.055 -0.803
44 H -5.611 1.050 -0.577
45 H -4.369 3.197 -0.558
46 H -1.929 3.219 -0.757
47 H -1.095 2.836 -2.888
48 H 0.274 4.637 -3.806
49 H 2.638 4.914 -3.103
50 H 3.634 3.280 -1.564
51 H 4.193 -0.811 -0.764
52 H 1.874 -0.511 -2.740
53 H 3.112 -1.761 -2.858
54 H 2.031 -1.755 -1.471
55 H 3.844 1.080 -3.158
56 H 5.116 1.273 -1.952
57 H 5.077 -0.165 -2.958
58 H 3.688 0.615 1.745
59 H 2.525 3.410 1.254
60 H 1.744 2.123 2.181
61 H 3.236 2.847 2.766
62 H 4.940 2.927 0.176
63 H 5.437 2.328 1.746
64 H 5.603 1.292 0.341
65 C -0.754 -3.891 4.051
66 C -1.628 -2.868 4.411
67 C -1.541 -1.616 3.828
68 C -0.552 -1.364 2.880
69 C 0.307 -2.396 2.511
70 C 0.212 -3.658 3.090
71 N -0.398 -0.080 2.276
72 C -0.531 1.101 3.069
73 C -1.111 2.227 2.497
74 C -1.136 3.428 3.196
75 C -0.599 3.501 4.470
76 C -0.038 2.367 5.046
77 C 0.004 1.168 4.352
78 H -0.825 -4.860 4.527
79 H -2.383 -3.050 5.166
80 H -2.217 -0.821 4.118
81 H 1.134 -2.242 1.796
82 H 0.901 -4.441 2.800
83 H -1.570 2.153 1.521
84 H -1.593 4.301 2.749
85 H -0.627 4.432 5.020
86 H 0.376 2.417 6.045
87 H 0.455 0.291 4.802

The energy comes out at -60931.7364 eV. The net charge is +2. Its HOMO energy is -13.27 eV. The value obtained for the HOMO-LUMO gap is 6.8 eV.